*a*
Below is the ion C7H13N2O2 with charge +1, with properties calculated with ωB97M-V/def2-TZVPD.

Properties
Charge: +1

Each line ends with the Mulliken charge.
Positions of all 24 atoms, in Å:
O1 -2.72 -0.05 0.63  -0.52
H1 3.08 -1.47 -0.72  0.38
H2 -1.44 2.01 0.66  0.18
N1 0.94 1.85 -0.49  0.03
C1 2.72 -0.78 -0.01  -1.33
C2 1.26 -0.54 -0.21  0.30
H3 -2.98 -0.45 1.59  0.43
C3 0.53 0.54 -0.33  -0.67
H4 3.16 0.22 -0.17  0.33
H5 -0.71 -1.27 1.47  0.38
O2 -2.47 -0.99 -1.33  -0.41
C4 -0.98 -1.68 0.52  -0.71
H6 3.11 -1.05 1.08  0.26
H7 -1.46 -2.71 0.79  0.36
H8 0.98 -2.72 0.26  0.37
H9 0.31 -1.93 -1.39  0.20
C5 -2.05 -0.90 -0.09  0.66
C6 0.42 -1.87 -0.23  -0.39
H10 -2.05 -1.65 -1.93  0.41
H11 0.47 3.98 -0.49  0.32
C7 0.23 2.92 -0.16  0.10
N2 -0.90 2.92 0.52  -0.23
H12 -1.38 3.68 0.84  0.20
H13 1.97 1.93 -0.80  0.32

---

*b*
Below is a cluster of 2 separate species, C7H13N2O2 in total, with properties calculated with ωB97M-V/def2-TZVPD.

Properties
Charge: +1

Each line ends with the Mulliken charge.
Positions of all 24 atoms, in Å:
C1 3.98 -0.31 -0.23  -0.14
O1 1.04 -1.08 1.50  -0.33
H1 -0.26 -1.62 -2.17  0.34
H2 -2.33 -1.83 -0.12  0.36
H3 -0.10 1.81 -1.35  0.29
C2 -0.58 -0.52 -0.30  1.51
C3 -0.58 -0.59 -1.79  -2.09
H4 -1.27 -1.75 1.40  0.43
H5 -0.28 0.01 2.22  0.46
H6 5.02 -0.45 -0.39  0.41
C4 -1.06 0.64 1.72  -1.43
N1 0.89 -0.95 0.31  0.21
H7 -1.22 1.71 2.13  0.40
H8 -1.41 -0.07 -2.23  0.48
N2 3.07 0.39 -0.23  0.42
C5 -0.87 0.72 0.30  0.86
C6 -0.66 2.05 -0.39  -1.27
H9 -1.96 0.01 2.13  0.35
C7 -1.35 -1.71 0.27  -1.50
O2 1.97 0.86 -0.19  -0.53
H10 -1.59 2.62 -0.60  0.41
H11 -0.69 -2.63 0.01  0.43
H12 0.03 2.69 0.21  0.42
H13 0.18 0.00 -2.18  0.52

---

The least stable of them is *b*.

---

*a*
Below is a cluster of 11 separate species, H22O11 in total, with properties calculated with ωB97M-V/def2-TZVPD.

Properties
SMILES: O.O.O.O.O.O.O.O.O.O.O

Each line ends with the Mulliken charge.
Positions of all 33 atoms, in Å:
O1 -3.21 -2.82 -1.74  -0.63
O2 3.86 -0.03 -1.59  -0.57
H1 -1.14 1.00 -0.86  0.28
O3 2.34 2.20 -0.62  -0.68
H2 -0.02 -2.28 -1.54  0.25
O4 -3.10 3.76 -1.38  -0.63
H3 -3.13 -3.08 -0.81  0.32
H4 -3.21 4.44 -0.70  0.32
H5 0.18 0.70 -0.17  0.27
O5 -3.73 -0.82 1.49  -0.59
H6 -1.18 -1.54 -2.17  0.31
H7 4.13 0.29 1.18  0.22
H8 0.65 -1.04 3.88  0.31
H9 -0.31 2.88 1.64  0.30
H10 1.86 2.96 -0.96  0.32
O6 -0.03 2.61 2.52  -0.61
O7 -0.23 -1.49 -2.05  -0.56
O8 -0.02 -1.45 3.32  -0.61
H11 1.33 -2.79 0.82  0.28
H12 -4.14 -0.94 0.62  0.30
H13 0.47 1.80 2.37  0.30
O9 -0.77 0.80 0.00  -0.54
O10 3.51 0.28 0.43  -0.53
H14 3.35 -0.83 -1.76  0.31
H15 2.06 -3.37 -0.38  0.31
O11 2.21 -3.03 0.51  -0.59
H16 -4.09 -3.13 -1.99  0.30
H17 1.97 1.46 -1.11  0.23
H18 -4.33 -0.22 1.95  0.30
H19 -2.47 4.15 -2.00  0.31
H20 3.51 0.60 -2.24  0.26
H21 3.31 1.20 0.27  0.42
H22 0.37 -2.30 3.07  0.30

---

*b*
Below is a cluster of 11 separate species, H22O11 in total, with properties calculated with ωB97M-V/def2-TZVPD.

Properties
SMILES: O.O.O.O.O.O.O.O.O.O.O

Each line ends with the Mulliken charge.
Positions of all 33 atoms, in Å:
O1 -2.78 -27.61 -1.64  -0.61
H1 -1.49 -30.02 0.98  0.29
H2 0.52 -26.17 1.27  0.33
H3 1.41 -28.88 -1.08  0.30
O2 -1.94 -26.91 0.98  -0.54
H4 -2.83 -24.51 -0.87  0.23
H5 1.39 -27.76 -0.07  0.37
H6 -3.22 -28.45 -1.68  0.32
H7 -0.58 -25.43 -1.74  0.24
H8 -2.52 -27.69 2.79  0.32
H9 0.82 -25.74 -1.23  0.30
H10 -2.97 -28.34 4.10  0.29
O3 -3.45 -25.09 2.93  -0.58
O4 -0.52 -24.59 1.04  -0.69
H11 -4.25 -24.56 -0.27  0.25
H12 1.99 -26.24 1.59  0.31
O5 -2.96 -28.46 3.16  -0.60
H13 -2.52 -27.62 -0.76  0.37
H14 -3.72 -24.30 2.46  0.30
O6 -1.08 -29.74 0.17  -0.55
O7 -3.34 -24.60 -0.09  -0.51
H15 -3.48 -22.12 1.46  0.30
H16 -3.13 -25.62 2.26  0.29
H17 -1.23 -27.54 0.98  0.28
O8 0.04 -26.17 -1.60  -0.53
H18 -0.64 -24.35 1.98  0.31
H19 -1.61 -26.02 0.77  0.24
H20 -0.76 -30.58 -0.08  0.26
H21 -2.82 -23.29 0.87  0.36
H22 -0.41 -23.70 0.58  0.29
O9 -2.64 -22.42 1.21  -0.61
O10 1.16 -26.76 1.60  -0.65
O11 2.00 -28.32 -0.54  -0.66

---

The least stable of them is *a*.

---

*a*
Below is a cluster of 11 separate species, H22O11 in total, with properties calculated with ωB97M-V/def2-TZVPD.

Properties
SMILES: O.O.O.O.O.O.O.O.O.O.O

Each line ends with the Mulliken charge.
Positions of all 33 atoms, in Å:
H1 -5.44 0.33 -0.83  0.29
H2 0.78 4.13 -1.25  0.30
H3 2.88 -0.72 -1.94  0.27
H4 -1.78 2.67 0.18  0.30
H5 0.18 0.61 1.01  0.30
H6 -0.42 0.78 -0.38  0.27
O1 -0.86 -2.98 -0.66  -0.61
O2 2.44 0.89 0.27  -0.57
H7 3.83 -1.45 -2.88  0.31
H8 3.91 -0.35 4.35  0.30
O3 1.66 -2.55 -2.56  -0.59
O4 -0.66 0.74 0.56  -0.58
H9 1.19 -2.00 -1.93  0.31
H10 -0.21 -2.21 2.46  0.30
O5 0.49 -1.57 2.29  -0.58
H11 -2.60 1.44 -0.21  0.28
O6 3.65 -1.29 -1.95  -0.59
O7 -2.30 1.95 0.56  -0.60
H12 2.16 -1.93 -3.09  0.30
H13 -4.43 -2.09 2.14  0.30
H14 -3.67 -2.34 0.85  0.30
H15 1.61 5.40 -1.22  0.32
H16 -4.49 1.35 -1.44  0.30
H17 1.94 0.55 -0.48  0.18
O8 -4.21 -1.68 1.29  -0.60
H18 -1.63 -2.41 -0.82  0.31
H19 -0.76 -3.46 -1.49  0.30
O9 3.63 0.36 3.76  -0.59
H20 4.28 1.06 3.91  0.30
H21 2.61 1.81 0.03  0.32
H22 0.12 -0.99 1.62  0.35
O10 0.75 5.06 -1.50  -0.62
O11 -4.68 0.89 -0.62  -0.60

---

*b*
Below is a cluster of 11 separate species, H22O11 in total, with properties calculated with ωB97M-V/def2-TZVPD.

Properties
SMILES: O.O.O.O.O.O.O.O.O.O.O

Each line ends with the Mulliken charge.
Positions of all 33 atoms, in Å:
H1 -2.67 -1.64 0.92  0.26
O1 2.58 -0.80 -0.34  -0.67
H2 0.38 -1.02 0.17  0.36
H3 3.18 2.38 -0.51  0.29
H4 -0.35 -0.87 2.01  0.38
H5 -0.96 -4.40 -0.30  0.27
H6 -1.16 1.14 1.16  0.36
O2 -1.92 0.59 -1.87  -0.55
H7 -0.38 0.27 -0.07  0.16
H8 2.13 3.33 0.03  0.33
H9 -2.34 -0.28 -1.84  0.25
O3 2.70 -2.30 0.97  -0.47
O4 -0.63 -3.49 -0.29  -0.51
H10 2.63 -2.12 1.91  0.27
O5 -0.23 -1.82 2.13  -0.60
H11 -0.98 0.40 -1.83  0.27
H12 3.47 -1.16 -0.30  0.35
H13 -2.53 1.72 1.49  0.22
H14 -1.05 -2.21 1.81  0.31
O6 -2.88 2.73 -0.63  -0.60
H15 -3.24 2.27 0.14  0.29
O7 -1.83 1.18 1.86  -0.54
O8 1.46 3.94 -2.22  -0.64
H16 1.39 3.01 -2.48  0.32
H17 2.60 -3.26 0.91  0.22
H18 2.66 0.07 0.07  0.28
H19 -3.28 2.28 -1.38  0.30
H20 0.30 -3.58 -0.05  0.26
O9 2.96 2.89 0.27  -0.61
O10 -2.07 -1.52 0.17  -0.47
H21 -2.64 -1.61 -0.60  0.20
O11 0.41 -0.07 0.35  -0.61
H22 2.25 3.97 -1.68  0.30

---

*c*
Below is a cluster of 11 separate species, H22O11 in total, with properties calculated with ωB97M-V/def2-TZVPD.

Properties
SMILES: O.O.O.O.O.O.O.O.O.O.O

Each line ends with the Mulliken charge.
Positions of all 33 atoms, in Å:
H1 -0.04 -0.21 4.57  0.27
O1 0.93 -3.43 -3.04  -0.64
H2 0.08 1.17 4.53  0.29
H3 -1.60 -1.91 3.12  0.33
O2 1.26 1.15 -0.61  -0.68
H4 -3.24 -4.60 -0.30  0.30
H5 -2.97 3.62 1.69  0.31
H6 1.92 1.42 -0.06  0.25
O3 2.26 -0.50 -2.42  -0.56
O4 0.10 0.43 3.97  -0.55
H7 2.97 1.44 -3.53  0.30
O5 -3.00 1.99 -0.77  -0.61
O6 3.86 1.52 -3.57  -0.61
O7 -2.57 -3.96 -0.52  -0.63
O8 -2.02 -2.75 2.66  -0.60
H8 0.75 -3.38 -3.99  0.33
H9 -3.68 1.76 -1.41  0.30
H10 3.54 2.87 3.29  0.30
H11 -3.26 -3.21 -0.79  0.33
O9 3.03 2.36 2.67  -0.62
H12 3.96 1.45 -2.58  0.29
O10 -1.09 -0.22 -0.11  -0.66
H13 -2.61 1.02 -0.73  0.34
O11 -2.20 4.08 1.43  -0.62
H14 0.03 -3.46 -2.64  0.31
H15 2.55 -1.39 -2.84  0.29
H16 -1.45 -2.87 2.02  0.27
H17 -0.06 0.05 -0.32  0.45
H18 -1.90 3.23 0.83  0.30
H19 0.48 1.87 -0.40  0.37
H20 1.42 -0.64 -2.15  0.27
H21 3.73 2.16 1.89  0.33
H22 -1.19 -1.06 0.12  0.24

---

*d*
Below is a cluster of 11 separate species, H22O11 in total, with properties calculated with ωB97M-V/def2-TZVPD.

Properties
SMILES: O.O.O.O.O.O.O.O.O.O.O

Each line ends with the Mulliken charge.
Positions of all 33 atoms, in Å:
H1 0.34 -5.41 2.73  0.32
H2 -2.52 -0.74 -5.08  0.32
H3 -1.76 -2.04 -4.97  0.32
O1 -2.64 -1.68 -5.07  -0.64
H4 -4.42 5.55 -2.22  0.32
H5 3.48 -2.22 1.00  0.32
H6 1.07 0.27 5.11  0.32
H7 4.58 -3.25 1.09  0.31
H8 -0.15 0.94 -1.24  0.32
O2 4.73 0.42 -2.72  -0.64
H9 -0.27 -4.42 1.75  0.31
H10 -3.88 -1.61 0.74  0.32
H11 1.68 0.36 -4.65  0.33
H12 -3.51 4.57 -1.50  0.31
O3 1.96 0.53 4.86  -0.65
H13 1.55 3.66 1.66  0.33
H14 -3.04 -0.97 4.34  0.31
O4 1.03 3.89 2.43  -0.63
O5 0.98 0.77 -5.15  -0.64
H15 -4.04 -0.38 -0.13  0.31
O6 0.21 0.61 -0.43  -0.65
H16 5.67 0.27 -2.64  0.31
H17 4.33 -0.18 -2.10  0.33
H18 -2.84 -1.47 5.76  0.32
H19 -0.53 0.19 0.01  0.33
O7 0.57 -4.79 2.03  -0.63
H20 0.17 4.12 2.08  0.31
H21 1.27 0.75 -6.06  0.31
H22 1.83 1.26 4.25  0.33
O8 -2.74 -0.70 5.21  -0.63
O9 -3.70 4.93 -2.37  -0.64
O10 4.27 -2.53 0.55  -0.63
O11 -3.70 -0.68 0.72  -0.63

---

The least stable of them is *c*.